The following is a DFT calculation (ωB97M-V/def2-TZVPD) of a 4-piece molecular cluster, C34H73N2O7S2 overall at a distorted geometry.

Bonds (Å) are listed after each position.
Positions of all 118 atoms, in Å:
1 C -4.121 -2.817 2.777  C2 1.657, H28 1.171, H29 1.192, H30 1.186
2 C -5.322 -1.743 2.392  C1 1.657, C3 1.648, H31 1.177, H32 1.194
3 C -5.010 -1.129 0.895  C2 1.648, C4 1.664, H33 1.180, H34 1.193
4 C -4.179 0.299 1.097  C3 1.664, N5 1.513, H35 1.171, H36 1.180
5 N -2.718 -0.064 1.238  C4 1.513, C6 1.512, C22 1.512
6 C -2.080 0.519 2.479  N5 1.512, C7 1.640, H37 1.193, H38 1.174
7 C -2.258 2.140 2.657  C6 1.640, C8 1.673, H39 1.172, H40 1.193
8 C -1.776 2.478 4.223  C7 1.673, C9 1.638, H41 1.170, H42 1.183
9 C -0.140 2.566 4.242  C8 1.638, C10 1.637, H43 1.180, H44 1.194
10 C 0.550 2.535 5.726  C9 1.637, C11 1.672, C12 1.637, C21 1.639
11 C 0.074 3.950 6.479  C10 1.672, H45 1.193, H46 1.174, H47 1.186
12 C 0.062 1.319 6.707  C10 1.637, C13 1.639, H48 1.194, H49 1.185
13 C 0.921 -0.071 6.584  C12 1.639, C14 1.673, C15 1.675, N16 1.505
14 C 1.565 -0.533 8.057  C13 1.673, H50 1.170, H51 1.170, H52 1.194
15 C -0.212 -1.259 6.255  C13 1.675, H53 1.170, H54 1.194, H55 1.176
16 N 1.906 -0.135 5.447  C13 1.505, O17 1.343, C18 1.502
17 O 1.350 -0.474 4.273  N16 1.343
18 C 2.837 1.041 5.361  N16 1.502, C19 1.674, C20 1.649, C21 1.636
19 C 3.317 1.125 3.760  C18 1.674, H56 1.193, H57 1.175, H58 1.171
20 C 4.236 0.896 6.221  C18 1.649, H59 1.191, H60 1.184, H61 1.173
21 C 2.188 2.504 5.704  C10 1.639, C18 1.636, H62 1.188, H63 1.173
22 C -1.918 0.199 -0.018  N5 1.512, S23 1.708, S24 1.901
23 S -1.742 1.714 -0.787  C22 1.708
24 S -1.054 -1.292 -0.820  C22 1.901, C25 1.873
25 C 0.708 -1.462 -0.208  S24 1.873, C26 1.650, H64 1.192, H65 1.171
26 C 1.091 -2.959 0.373  C25 1.650, C27 1.665, H66 1.173, H67 1.191
27 C 1.153 -2.877 2.035  C26 1.665, H68 1.175, H69 1.184, H70 1.173
28 H -4.283 -3.765 2.109  C1 1.171
29 H -4.174 -3.059 3.943  C1 1.192
30 H -3.053 -2.355 2.547  C1 1.186
31 H -6.365 -2.289 2.407  C2 1.177
32 H -5.309 -0.917 3.254  C2 1.194
33 H -5.988 -0.893 0.278  C3 1.180
34 H -4.288 -1.879 0.314  C3 1.193
35 H -4.410 0.948 0.151  C4 1.171
36 H -4.641 0.796 2.062  C4 1.180
37 H -2.496 -0.083 3.422  C6 1.193
38 H -0.930 0.289 2.441  C6 1.174
39 H -1.644 2.790 1.899  C7 1.172
40 H -3.395 2.501 2.618  C7 1.193
41 H -2.241 1.627 4.877  C8 1.170
42 H -2.256 3.499 4.580  C8 1.183
43 H 0.286 1.771 3.480  C9 1.180
44 H 0.139 3.626 3.769  C9 1.194
45 H -1.079 3.875 6.776  C11 1.193
46 H 0.651 4.148 7.483  C11 1.174
47 H 0.198 4.845 5.712  C11 1.186
48 H 0.218 1.714 7.823  C12 1.194
49 H -1.093 1.063 6.639  C12 1.185
50 H 1.179 0.116 8.950  C14 1.170
51 H 2.734 -0.568 8.056  C14 1.170
52 H 1.209 -1.649 8.291  C14 1.194
53 H 0.273 -2.309 6.074  C15 1.170
54 H -0.852 -1.358 7.258  C15 1.194
55 H -0.974 -0.923 5.426  C15 1.176
56 H 4.181 1.948 3.754  C19 1.193
57 H 2.475 1.544 3.057  C19 1.175
58 H 3.820 0.136 3.385  C19 1.171
59 H 4.074 1.076 7.387  C20 1.191
60 H 4.968 1.759 5.875  C20 1.184
61 H 4.691 -0.156 5.975  C20 1.173
62 H 2.543 3.258 4.858  C21 1.188
63 H 2.632 2.897 6.715  C21 1.173
64 H 1.414 -1.251 -1.146  C25 1.192
65 H 0.867 -0.686 0.654  C25 1.171
66 H 0.392 -3.819 -0.013  C26 1.173
67 H 2.191 -3.257 0.027  C26 1.191
68 H 1.315 -3.937 2.514  C27 1.175
69 H 2.063 -2.180 2.329  C27 1.184
70 H 0.116 -2.451 2.380  C27 1.173
71 C -2.138 1.022 -7.235  O72 1.424, H77 1.093, H78 1.093, H79 1.094
72 O -2.514 1.728 -6.056  C71 1.424, C73 1.431
73 C -2.139 1.032 -4.863  O72 1.431, C74 1.531, H80 1.098, H81 1.095
74 C -0.854 1.606 -4.261  C73 1.531, O75 1.431, H82 1.096, H83 1.096
75 O 0.269 1.390 -5.122  C74 1.431, C76 1.423
76 C 0.592 2.545 -5.887  O75 1.423, H84 1.096, H85 1.093, H86 1.093
77 H -2.192 1.714 -8.080  C71 1.093
78 H -1.120 0.630 -7.174  C71 1.093
79 H -2.839 0.200 -7.409  C71 1.094
80 H -2.039 -0.044 -5.056  C73 1.098
81 H -2.956 1.166 -4.146  C73 1.095
82 H -0.642 1.082 -3.322  C74 1.096
83 H -0.967 2.672 -4.029  C74 1.096
84 H 1.129 3.263 -5.257  C76 1.096
85 H -0.293 3.022 -6.317  C76 1.093
86 H 1.249 2.240 -6.706  C76 1.093
87 C 3.264 1.003 -3.589  O88 1.424, H93 1.093, H94 1.093, H95 1.094
88 O 4.374 0.587 -4.378  C87 1.424, C89 1.431
89 C 4.783 1.589 -5.315  O88 1.431, C90 1.531, H96 1.098, H97 1.095
90 C 6.002 2.362 -4.809  C89 1.531, O91 1.431, H98 1.096, H99 1.096
91 O 5.689 3.127 -3.640  C90 1.431, C92 1.423
92 C 6.110 2.481 -2.444  O91 1.423, H100 1.096, H101 1.093, H102 1.093
93 H 3.185 0.332 -2.729  C87 1.093
94 H 3.381 2.025 -3.220  C87 1.093
95 H 2.346 0.928 -4.179  C87 1.094
96 H 3.951 2.268 -5.544  C89 1.098
97 H 5.053 1.069 -6.240  C89 1.095
98 H 6.312 3.075 -5.582  C90 1.096
99 H 6.847 1.690 -4.619  C90 1.096
100 H 7.191 2.609 -2.319  C92 1.096
101 H 5.863 1.416 -2.436  C92 1.093
102 H 5.602 2.958 -1.601  C92 1.093
103 C -3.050 -5.885 -7.614  O104 1.424, H109 1.093, H110 1.093, H111 1.094
104 O -2.005 -5.662 -6.671  C103 1.424, C105 1.431
105 C -1.011 -4.758 -7.165  O104 1.431, C106 1.531, H112 1.098, H113 1.095
106 C -1.211 -3.348 -6.605  C105 1.531, O107 1.431, H114 1.096, H115 1.096
107 O -2.431 -2.766 -7.075  C106 1.431, C108 1.423
108 C -3.477 -2.858 -6.115  O107 1.423, H116 1.096, H117 1.093, H118 1.093
109 H -3.893 -6.341 -7.088  C103 1.093
110 H -3.393 -4.956 -8.076  C103 1.093
111 H -2.704 -6.575 -8.389  C103 1.094
112 H -1.004 -4.751 -8.263  C105 1.098
113 H -0.040 -5.137 -6.828  C105 1.095
114 H -0.395 -2.710 -6.963  C106 1.096
115 H -1.177 -3.348 -5.509  C106 1.096
116 H -3.333 -2.094 -5.343  C108 1.096
117 H -3.532 -3.845 -5.649  C108 1.093
118 H -4.426 -2.665 -6.624  C108 1.093

Values from the calculation:
Expectation value of S² = 0.755
2S+1 = 2
Highest occupied orbital energy = -8.328 eV

The following is a DFT calculation (ωB97M-V/def2-TZVPD) of a 5-piece molecular cluster, C34H74F3N4O6 overall at a distorted geometry.

Bonds (Å) are listed after each position.
Positions of all 121 atoms, in Å:
1 N -0.189 1.028 -1.283  O2 1.246, O3 1.251, O4 1.264
2 O 0.679 1.419 -0.479  N1 1.246
3 O -1.172 1.739 -1.587  N1 1.251
4 O -0.132 -0.123 -1.802  N1 1.264
5 C 3.104 1.870 1.558  C6 1.508, H17 1.095, H18 1.093, H19 1.093
6 C 3.844 3.148 1.866  C5 1.508, C7 1.542, H20 1.089, H21 1.091
7 C 3.845 4.101 0.654  C6 1.542, C8 1.528, H22 1.095, H23 1.088
8 C 2.437 4.514 0.229  C7 1.528, N9 1.512, H24 1.090, H25 1.089
9 N 2.372 5.491 -0.923  C8 1.512, C10 1.521, C13 1.498, C14 1.516
10 C 0.924 5.867 -1.201  N9 1.521, C11 1.535, H26 1.089, H27 1.086
11 C 0.342 4.678 -1.977  C10 1.535, C12 1.533, H28 1.088, H29 1.086
12 C 1.559 3.936 -2.541  C11 1.533, C13 1.518, H30 1.088, H31 1.093
13 C 2.736 4.840 -2.223  N9 1.498, C12 1.518, H32 1.089, H33 1.089
14 C 3.303 6.684 -0.824  N9 1.516, C15 1.534, H34 1.087, H35 1.088
15 C 3.065 7.474 0.468  C14 1.534, C16 1.518, H36 1.088, H37 1.091
16 C 3.999 8.662 0.619  C15 1.518, H38 1.089, H39 1.088, H40 1.092
17 H 3.266 1.143 2.361  C5 1.095
18 H 3.390 1.396 0.615  C5 1.093
19 H 2.013 1.942 1.516  C5 1.093
20 H 4.914 3.067 2.053  C6 1.089
21 H 3.399 3.664 2.717  C6 1.091
22 H 4.283 3.576 -0.201  C7 1.095
23 H 4.423 5.006 0.829  C7 1.088
24 H 1.975 5.071 1.045  C8 1.090
25 H 1.796 3.696 -0.096  C8 1.089
26 H 1.020 6.787 -1.777  C10 1.089
27 H 0.412 6.096 -0.271  C10 1.086
28 H -0.219 5.047 -2.833  C11 1.088
29 H -0.322 4.113 -1.330  C11 1.086
30 H 1.465 3.691 -3.596  C12 1.088
31 H 1.708 2.957 -2.078  C12 1.093
32 H 2.866 5.616 -2.976  C13 1.089
33 H 3.683 4.304 -2.207  C13 1.089
34 H 3.159 7.271 -1.728  C14 1.087
35 H 4.303 6.256 -0.859  C14 1.088
36 H 3.243 6.743 1.254  C15 1.088
37 H 2.022 7.794 0.448  C15 1.091
38 H 3.831 9.153 1.576  C16 1.089
39 H 3.881 9.414 -0.158  C16 1.088
40 H 5.037 8.323 0.638  C16 1.092
41 C -0.770 -5.959 0.387  C42 1.545, H53 1.089, H54 1.098, H55 1.095
42 C -0.797 -4.844 1.456  C41 1.545, C43 1.509, H56 1.088, H57 1.090
43 C 0.006 -3.605 1.142  C42 1.509, C44 1.534, H58 1.088, H59 1.097
44 C 1.505 -3.909 1.025  C43 1.534, N45 1.515, H60 1.084, H61 1.089
45 N 2.342 -2.656 0.877  C44 1.515, C46 1.522, C49 1.512, C50 1.492
46 C 3.799 -3.095 0.903  N45 1.522, C47 1.514, H62 1.088, H63 1.085
47 C 4.336 -2.927 -0.502  C46 1.514, C48 1.524, H64 1.091, H65 1.090
48 C 3.122 -2.813 -1.416  C47 1.524, C49 1.542, H66 1.085, H67 1.092
49 C 2.119 -2.079 -0.503  N45 1.512, C48 1.542, H68 1.089, H69 1.083
50 C 2.004 -1.611 1.886  N45 1.492, C51 1.514, H70 1.097, H71 1.095
51 C 1.885 -1.988 3.347  C50 1.514, C52 1.523, H72 1.096, H73 1.091
52 C 1.713 -0.744 4.208  C51 1.523, H74 1.092, H75 1.091, H76 1.090
53 H -1.437 -6.814 0.484  C41 1.089
54 H 0.215 -6.443 0.340  C41 1.098
55 H -0.928 -5.529 -0.607  C41 1.095
56 H -0.559 -5.350 2.390  C42 1.088
57 H -1.851 -4.583 1.539  C42 1.090
58 H -0.158 -2.818 1.875  C43 1.088
59 H -0.268 -3.123 0.196  C43 1.097
60 H 1.688 -4.547 0.168  C44 1.084
61 H 1.784 -4.309 1.998  C44 1.089
62 H 4.399 -2.452 1.545  C46 1.088
63 H 3.806 -4.111 1.281  C46 1.085
64 H 4.908 -2.002 -0.577  C47 1.091
65 H 4.983 -3.770 -0.748  C47 1.090
66 H 3.427 -2.257 -2.297  C48 1.085
67 H 2.754 -3.806 -1.682  C48 1.092
68 H 2.351 -1.026 -0.649  C49 1.089
69 H 1.103 -2.239 -0.842  C49 1.083
70 H 1.102 -1.102 1.524  C50 1.097
71 H 2.696 -0.772 1.751  C50 1.095
72 H 2.793 -2.503 3.684  C51 1.096
73 H 1.104 -2.733 3.506  C51 1.091
74 H 2.170 -0.937 5.181  C52 1.092
75 H 0.686 -0.495 4.484  C52 1.091
76 H 2.132 0.158 3.761  C52 1.090
77 C -3.064 -3.458 -0.990  C78 1.507, H87 1.086, H88 1.094, H89 1.090
78 C -3.295 -2.072 -1.533  C77 1.507, N79 1.506, H90 1.090, H91 1.086
79 N -3.603 -2.035 -3.007  C78 1.506, C80 1.504, C81 1.496, C83 1.487
80 C -3.471 -0.619 -3.496  N79 1.504, H92 1.091, H93 1.092, H94 1.083
81 C -2.693 -2.879 -3.841  N79 1.496, C82 1.502, H95 1.089, H96 1.090
82 C -1.236 -2.520 -3.773  C81 1.502, H97 1.090, H98 1.085, H99 1.096
83 C -4.979 -2.535 -3.264  N79 1.487, C84 1.513, H100 1.096, H101 1.091
84 C -6.080 -2.151 -2.300  C83 1.513, O85 1.411, H102 1.095, H103 1.092
85 O -5.955 -0.778 -2.000  C84 1.411, C86 1.410
86 C -6.947 -0.345 -1.096  O85 1.410, H104 1.098, H105 1.102, H106 1.080
87 H -2.725 -3.328 0.033  C77 1.086
88 H -2.251 -3.930 -1.550  C77 1.094
89 H -3.882 -4.166 -1.126  C77 1.090
90 H -2.403 -1.453 -1.436  C78 1.090
91 H -4.143 -1.587 -1.060  C78 1.086
92 H -2.508 -0.176 -3.237  C80 1.091
93 H -4.143 -0.034 -2.864  C80 1.092
94 H -3.811 -0.630 -4.524  C80 1.083
95 H -3.089 -2.849 -4.855  C81 1.089
96 H -2.799 -3.923 -3.543  C81 1.090
97 H -0.763 -2.719 -2.811  C82 1.090
98 H -1.017 -1.525 -4.148  C82 1.085
99 H -0.664 -3.203 -4.412  C82 1.096
100 H -4.870 -3.625 -3.235  C83 1.096
101 H -5.252 -2.400 -4.312  C83 1.091
102 H -5.961 -2.702 -1.361  C84 1.095
103 H -7.047 -2.319 -2.778  C84 1.092
104 H -6.964 -1.014 -0.224  C86 1.098
105 H -7.954 -0.514 -1.509  C86 1.102
106 H -6.849 0.699 -0.840  C86 1.080
107 C -2.329 -1.108 4.754  O108 1.470, O109 1.297, C110 1.511, H121 1.113
108 O -1.893 -0.582 3.453  C107 1.470, C114 1.430
109 O -3.369 -0.470 5.194  C107 1.297
110 C -2.449 -2.612 4.665  C107 1.511, F111 1.361, F112 1.383, F113 1.340
111 F -3.552 -3.081 4.021  C110 1.361
112 F -1.374 -3.113 3.955  C110 1.383
113 F -2.420 -3.241 5.848  C110 1.340
114 C -2.793 -0.720 2.351  O108 1.430, C115 1.535, H119 1.091, H120 1.097
115 C -2.110 0.107 1.253  C114 1.535, H116 1.086, H117 1.096, H118 1.096
116 H -1.998 1.136 1.581  C115 1.086
117 H -1.093 -0.252 1.052  C115 1.096
118 H -2.631 0.030 0.291  C115 1.096
119 H -3.735 -0.222 2.587  C114 1.091
120 H -2.824 -1.781 2.072  C114 1.097
121 H -1.438 -0.959 5.405  C107 1.113

Values from the calculation:
ΔE to the lowest compared entry with this formula, charge and spin = 0.0 kcal per mole
Highest occupied orbital energy = -7.191 eV
Total charge = +1